# 1
This record from the OMol25 dataset describes C45H44F16NO4S3 as an isolated structure. The level of theory is ωB97M-V with the def2-TZVPD basis set.

Each line ends with the Löwdin charge.
CARTESIAN COORDINATES (ANGSTROEM)
1 C -3.70 1.97 4.95  -0.065
2 C -2.57 3.03 5.30  -0.358
3 F -2.58 4.12 4.42  -0.043
4 C -1.17 2.28 5.35  -0.171
5 S -0.38 2.24 3.67  0.632
6 O -1.51 2.07 2.68  -0.396
7 O 0.25 3.58 3.45  -0.375
8 N 0.68 0.93 3.57  -0.361
9 S 1.60 0.99 2.15  0.591
10 O 0.73 1.11 0.93  -0.400
11 O 2.60 2.10 2.11  -0.393
12 C 2.45 -0.65 1.99  -0.223
13 C 1.31 -1.70 1.74  -0.235
14 C 1.75 -3.22 1.91  -0.175
15 C 2.60 -3.76 0.69  -0.073
16 C 2.40 -5.30 0.41  -0.382
17 F 3.58 -5.95 0.07  0.082
18 F 2.09 -5.85 1.67  0.062
19 C 1.18 -5.67 -0.50  -0.388
20 F 1.04 -7.05 -0.50  0.104
21 F 0.05 -5.21 0.14  0.089
22 S 1.14 -5.01 -2.23  0.922
23 F 1.56 -6.51 -2.80  -0.170
24 F -0.44 -5.48 -2.35  -0.166
25 F 0.62 -3.53 -1.78  -0.143
26 F 2.71 -4.58 -2.27  -0.138
27 F 1.03 -4.52 -3.79  -0.159
28 H -3.62 1.61 3.88  0.058
29 H -4.73 2.39 5.09  0.081
30 H -3.51 1.07 5.61  0.070
31 H -2.84 3.44 6.32  0.137
32 H -0.52 2.79 6.11  0.104
33 H -1.39 1.24 5.73  0.088
34 H 3.12 -0.64 1.09  0.108
35 H 2.99 -0.91 2.94  0.106
36 H 0.52 -1.53 2.53  0.101
37 H 0.79 -1.59 0.75  0.115
38 H 0.80 -3.80 2.09  0.095
39 H 2.37 -3.32 2.84  0.119
40 H 3.69 -3.67 1.00  0.140
41 H 2.51 -3.13 -0.23  0.115
42 F 0.00 1.92 -7.02  0.057
43 C 0.02 0.81 -6.25  -0.287
44 C 1.10 -0.05 -6.34  -0.019
45 C 1.12 -1.19 -5.55  -0.074
46 C 0.06 -1.46 -4.68  -0.083
47 C -1.01 -0.58 -4.60  -0.086
48 C -1.03 0.56 -5.39  -0.020
49 H 1.91 0.17 -7.03  0.115
50 H 1.96 -1.88 -5.60  0.105
51 H 0.08 -2.35 -4.07  0.074
52 H -1.84 -0.79 -3.93  0.103
53 H -1.86 1.26 -5.34  0.114
54 F 3.09 5.42 5.38  0.057
55 C 3.71 5.68 4.21  -0.277
56 C 4.77 6.56 4.19  -0.038
57 C 5.42 6.83 2.99  -0.110
58 C 4.97 6.22 1.82  -0.110
59 C 3.90 5.34 1.85  -0.067
60 C 3.26 5.06 3.06  0.003
61 H 5.10 7.03 5.11  0.106
62 H 6.26 7.51 2.96  0.093
63 H 5.47 6.43 0.88  0.087
64 H 3.55 4.87 0.94  0.103
65 H 2.43 4.37 3.10  0.083
66 F -7.40 -3.00 -4.19  0.058
67 C -6.24 -2.67 -4.79  -0.287
68 C -5.76 -1.38 -4.68  -0.024
69 C -4.56 -1.05 -5.29  -0.086
70 C -3.86 -2.00 -6.02  -0.097
71 C -4.36 -3.30 -6.13  -0.079
72 C -5.55 -3.64 -5.50  -0.020
73 H -6.32 -0.64 -4.11  0.114
74 H -4.16 -0.04 -5.20  0.100
75 H -2.92 -1.74 -6.50  0.098
76 H -3.81 -4.04 -6.70  0.104
77 H -5.95 -4.64 -5.57  0.115
78 F -4.98 1.71 2.71  0.027
79 C -4.93 1.18 1.47  -0.265
80 C -3.72 1.17 0.79  0.007
81 C -3.66 0.61 -0.48  -0.065
82 C -4.81 0.09 -1.06  -0.106
83 C -6.02 0.11 -0.37  -0.099
84 C -6.08 0.65 0.91  -0.026
85 H -2.84 1.59 1.26  0.089
86 H -2.72 0.59 -1.02  0.107
87 H -4.77 -0.34 -2.06  0.075
88 H -6.91 -0.30 -0.83  0.096
89 H -7.01 0.67 1.46  0.111
90 F -2.60 -0.93 4.75  0.062
91 C -2.36 -2.13 4.22  -0.276
92 C -2.74 -2.39 2.91  0.003
93 C -2.48 -3.64 2.37  -0.080
94 C -1.86 -4.62 3.13  -0.115
95 C -1.49 -4.35 4.44  -0.091
96 C -1.73 -3.10 4.99  -0.016
97 H -3.23 -1.62 2.34  0.116
98 H -2.76 -3.85 1.34  0.105
99 H -1.66 -5.60 2.70  0.098
100 H -1.01 -5.12 5.04  0.101
101 H -1.44 -2.87 6.01  0.115
102 F 6.13 1.36 -2.18  0.058
103 C 6.11 2.70 -2.33  -0.287
104 C 4.91 3.37 -2.21  -0.006
105 C 4.89 4.76 -2.36  -0.081
106 C 6.07 5.44 -2.64  -0.105
107 C 7.27 4.75 -2.76  -0.094
108 C 7.29 3.37 -2.60  -0.026
109 H 4.00 2.82 -2.00  0.124
110 H 3.95 5.30 -2.26  0.108
111 H 6.05 6.52 -2.76  0.098
112 H 8.18 5.29 -2.98  0.100
113 H 8.22 2.82 -2.68  0.112

HOMO energy = -5.63 eV
Kohn-Sham gap = 6.47 eV
spin multiplicity = 1
energy above the lowest of the compared OMol25 structures with the same formula, charge and spin = 0.00 kJ/mol
total charge = -1
E = -133041.707 eV

# 2
This record from the OMol25 dataset describes C45H45Br2HgN7O3STe as an isolated structure. The level of theory is ωB97M-V with the def2-TZVPD basis set.

Each line ends with the Löwdin charge.
CARTESIAN COORDINATES (ANGSTROEM)
1 Hg 0.06 0.84 -1.28  0.972
2 N 0.79 2.74 -5.47  0.033
3 C 0.15 2.20 -4.37  -0.933
4 S 0.61 2.88 -2.86  0.488
5 N -0.76 1.31 -4.67  -0.043
6 N -1.41 0.73 -3.65  -0.021
7 C -2.42 -0.03 -3.95  -0.232
8 C -2.93 -0.21 -5.32  -0.167
9 C -3.11 0.87 -6.19  -0.038
10 C -3.57 0.66 -7.48  -0.094
11 C -3.86 -0.62 -7.93  -0.116
12 C -3.68 -1.70 -7.08  -0.099
13 C -3.23 -1.49 -5.79  -0.039
14 C -3.03 -0.79 -2.84  -0.234
15 C -4.37 -1.19 -2.86  -0.033
16 C -4.89 -1.87 -1.78  -0.083
17 C -4.05 -2.19 -0.71  -0.063
18 C -2.74 -1.76 -0.78  -0.116
19 N -2.25 -1.06 -1.79  0.131
20 H 1.70 3.12 -5.27  0.054
21 H 0.74 2.15 -6.30  0.079
22 H -2.88 1.87 -5.85  0.076
23 H -3.71 1.50 -8.14  0.094
24 H -4.23 -0.78 -8.94  0.089
25 H -3.89 -2.71 -7.42  0.094
26 H -3.06 -2.34 -5.13  0.119
27 H -4.99 -0.93 -3.71  0.111
28 H -5.93 -2.16 -1.75  0.097
29 H -4.41 -2.73 0.15  0.099
30 H -2.03 -1.97 0.02  0.103
31 C -1.32 5.51 2.04  -0.049
32 C -0.04 4.92 1.51  -0.248
33 C 1.19 5.54 1.64  -0.041
34 C 2.31 4.97 1.06  -0.116
35 C 2.14 3.77 0.38  -0.747
36 Br 3.61 3.04 -0.56  0.763
37 N 1.00 3.13 0.29  0.024
38 C -0.07 3.70 0.85  -0.082
39 H -1.13 6.44 2.58  0.066
40 H -1.82 4.81 2.70  0.083
41 H -1.99 5.73 1.21  0.080
42 H 1.28 6.48 2.18  0.106
43 H 3.29 5.43 1.12  0.089
44 H -0.99 3.14 0.75  0.091
45 Br -2.91 3.35 -3.16  0.780
46 C -3.56 2.42 -1.63  -0.715
47 C -4.93 2.27 -1.50  -0.132
48 C -5.40 1.65 -0.35  -0.070
49 C -4.48 1.25 0.60  -0.017
50 C -3.12 1.41 0.35  -0.188
51 N -2.67 2.00 -0.76  0.090
52 C -2.10 0.93 1.40  -0.668
53 O -2.56 0.77 2.54  -0.017
54 O -0.93 0.74 1.00  -0.141
55 H -5.60 2.61 -2.28  0.088
56 H -6.46 1.50 -0.20  0.100
57 H -4.77 0.80 1.54  0.111
58 C 1.37 -1.17 -3.43  -0.080
59 C 1.54 -1.67 -1.99  -0.835
60 O 1.91 -2.86 -1.85  -0.158
61 N 1.36 -0.79 -1.00  -0.357
62 Te 1.34 -1.96 1.05  1.494
63 C 1.54 -3.08 3.08  -0.328
64 C 2.74 -3.57 3.62  -0.302
65 C 4.06 -3.24 2.98  -0.072
66 C 2.75 -4.38 4.76  -0.048
67 C 1.57 -4.74 5.40  -0.307
68 C 1.56 -5.64 6.62  -0.082
69 C 0.38 -4.27 4.86  -0.052
70 C 0.35 -3.47 3.72  -0.324
71 C -1.00 -3.05 3.19  -0.108
72 C 2.80 -0.58 1.77  -0.371
73 C 2.55 0.18 2.93  -0.285
74 C 1.31 0.02 3.75  -0.072
75 C 3.49 1.13 3.34  -0.035
76 C 4.69 1.31 2.67  -0.312
77 C 5.68 2.36 3.10  -0.071
78 C 4.94 0.52 1.56  -0.082
79 C 4.01 -0.41 1.09  -0.325
80 C 4.36 -1.16 -0.16  -0.091
81 H 1.94 -1.80 -4.11  0.057
82 H 1.72 -0.13 -3.52  0.036
83 H 0.32 -1.20 -3.71  0.042
84 H 3.92 -3.08 1.91  0.035
85 H 4.79 -4.04 3.13  0.066
86 H 4.47 -2.31 3.40  0.081
87 H 3.70 -4.73 5.16  0.099
88 H 2.57 -5.95 6.88  0.060
89 H 0.96 -6.53 6.42  0.066
90 H 1.12 -5.13 7.48  0.066
91 H -0.56 -4.54 5.35  0.101
92 H -1.80 -3.40 3.86  0.062
93 H -1.17 -3.49 2.21  0.056
94 H -1.07 -1.97 3.10  0.053
95 H 0.45 -0.12 3.10  0.027
96 H 1.14 0.90 4.37  0.073
97 H 1.39 -0.86 4.39  0.076
98 H 3.27 1.74 4.21  0.103
99 H 5.33 2.89 3.98  0.063
100 H 5.83 3.08 2.29  0.062
101 H 6.65 1.91 3.33  0.068
102 H 5.87 0.65 1.02  0.109
103 H 5.44 -1.22 -0.30  0.071
104 H 3.92 -0.64 -1.02  0.069
105 H 3.92 -2.16 -0.17  0.035

HOMO energy = -0.95 eV
Kohn-Sham gap = 4.80 eV
spin multiplicity = 1
energy above the lowest of the compared OMol25 structures with the same formula, charge and spin = 0.00 kJ/mol
total charge = -2
E = -226358.506 eV

# 3
This record from the OMol25 dataset describes C45H45BrF5N3O8PSSeTa as an isolated structure. The level of theory is ωB97M-V with the def2-TZVPD basis set.

Each line ends with the Löwdin charge.
CARTESIAN COORDINATES (ANGSTROEM)
1 Ta -0.69 1.41 -0.86  1.727
2 O -0.14 3.07 4.07  0.070
3 C 0.55 3.94 3.28  -0.263
4 C 0.74 5.27 3.63  -0.017
5 C 1.44 6.11 2.78  -0.077
6 C 1.96 5.63 1.59  -0.078
7 C 1.77 4.30 1.25  -0.023
8 C 1.07 3.45 2.08  -0.109
9 C 0.78 2.02 1.68  -0.361
10 O 0.77 1.92 0.27  -0.301
11 N 1.78 1.12 2.23  0.029
12 N 1.82 -0.08 1.61  0.035
13 C 2.85 -0.81 1.76  -0.208
14 C 3.00 -2.09 1.07  -0.632
15 Br 2.34 -2.15 -0.71  0.863
16 C 3.66 -3.14 1.56  -0.109
17 C 4.20 -3.23 2.93  -0.227
18 C 5.43 -3.87 3.13  -0.039
19 C 5.98 -3.97 4.39  -0.082
20 C 5.31 -3.44 5.49  -0.088
21 C 4.08 -2.82 5.31  -0.077
22 C 3.53 -2.72 4.04  -0.045
23 H -0.52 3.54 4.82  0.113
24 H 0.33 5.65 4.56  0.115
25 H 1.58 7.15 3.06  0.107
26 H 2.50 6.29 0.92  0.107
27 H 2.13 3.92 0.30  0.121
28 H -0.20 1.74 2.07  0.101
29 H 2.68 1.56 2.37  0.141
30 H 3.68 -0.50 2.40  0.135
31 H 3.84 -3.99 0.91  0.104
32 H 5.95 -4.29 2.28  0.114
33 H 6.94 -4.46 4.53  0.103
34 H 5.74 -3.52 6.48  0.102
35 H 3.54 -2.43 6.16  0.104
36 H 2.55 -2.27 3.91  0.113
37 C 3.36 0.07 -5.53  -0.027
38 C 3.35 0.33 -4.03  -0.605
39 C 4.52 -0.33 -3.34  -0.040
40 C 3.31 1.82 -3.73  -0.030
41 O 2.17 -0.33 -3.45  -0.201
42 P 0.70 0.23 -3.56  0.294
43 O 0.36 0.84 -4.85  -0.219
44 O 0.57 1.20 -2.31  -0.428
45 O -0.20 -0.96 -3.05  -0.198
46 C -0.71 -2.05 -3.91  -0.594
47 C 0.39 -2.53 -4.85  -0.028
48 C -1.10 -3.14 -2.93  -0.018
49 C -1.91 -1.52 -4.66  -0.021
50 H 4.25 0.50 -5.97  0.091
51 H 2.48 0.51 -6.00  0.078
52 H 3.36 -1.01 -5.72  0.088
53 H 5.46 0.07 -3.74  0.091
54 H 4.50 -1.41 -3.52  0.086
55 H 4.48 -0.16 -2.27  0.074
56 H 4.22 2.29 -4.10  0.095
57 H 3.25 1.99 -2.65  0.088
58 H 2.46 2.31 -4.21  0.086
59 H 1.27 -2.85 -4.29  0.090
60 H 0.67 -1.74 -5.55  0.081
61 H 0.01 -3.38 -5.42  0.095
62 H -0.23 -3.48 -2.37  0.075
63 H -1.52 -3.99 -3.48  0.098
64 H -1.86 -2.77 -2.24  0.069
65 H -1.63 -0.67 -5.28  0.083
66 H -2.68 -1.19 -3.96  0.075
67 H -2.33 -2.31 -5.29  0.093
68 C -0.92 -2.19 0.85  -0.076
69 C -1.99 -1.15 0.60  -0.673
70 O -1.44 -0.10 -0.19  -0.369
71 C -3.22 -1.67 -0.09  -0.243
72 C -4.09 -0.77 -0.72  -0.051
73 C -5.24 -1.22 -1.35  -0.061
74 C -5.54 -2.58 -1.34  -0.078
75 C -4.70 -3.47 -0.71  -0.070
76 C -3.54 -3.02 -0.08  -0.050
77 H -0.04 -1.70 1.26  0.051
78 H -0.65 -2.69 -0.08  0.061
79 H -1.28 -2.93 1.56  0.082
80 H -3.88 0.29 -0.70  0.084
81 H -5.89 -0.52 -1.84  0.110
82 H -6.44 -2.94 -1.83  0.103
83 H -4.93 -4.53 -0.69  0.106
84 H -2.89 -3.73 0.41  0.117
85 Se -2.48 -0.22 2.31  1.149
86 C -3.41 -1.70 3.09  -0.525
87 C -2.75 -2.52 4.00  -0.124
88 C -3.40 -3.62 4.54  -0.082
89 C -4.72 -3.88 4.19  -0.083
90 C -5.39 -3.05 3.30  -0.075
91 C -4.73 -1.95 2.76  -0.116
92 H -1.72 -2.30 4.27  0.102
93 H -2.89 -4.26 5.24  0.103
94 H -5.23 -4.74 4.61  0.103
95 H -6.41 -3.25 3.03  0.106
96 H -5.24 -1.30 2.06  0.107
97 S -2.46 1.84 -2.67  0.607
98 C -1.74 3.03 -3.62  -0.809
99 N -1.30 3.89 -4.25  0.087
100 F -2.05 8.08 -0.01  0.130
101 C -2.00 6.74 0.03  -0.133
102 C -2.87 6.04 0.85  -0.132
103 F -3.75 6.71 1.59  0.130
104 C -2.83 4.66 0.90  -0.128
105 F -3.67 4.01 1.71  0.129
106 C -1.91 3.96 0.14  -0.235
107 O -1.81 2.63 0.18  -0.258
108 C -1.05 4.68 -0.68  -0.143
109 F -0.16 3.97 -1.40  0.051
110 C -1.08 6.06 -0.75  -0.136
111 F -0.23 6.72 -1.52  0.142

HOMO energy = -8.50 eV
Kohn-Sham gap = 8.48 eV
spin multiplicity = 1
energy above the lowest of the compared OMol25 structures with the same formula, charge and spin = 57.65 kJ/mol
E = -238904.044 eV

# 4
This record from the OMol25 dataset describes C45H45F3N2O2P2RuSi as an isolated structure. The level of theory is ωB97M-V with the def2-TZVPD basis set.

Each line ends with the Löwdin charge.
CARTESIAN COORDINATES (ANGSTROEM)
1 Ru 0.02 0.58 -0.21  0.790
2 C -1.19 2.57 2.89  -0.147
3 Si -0.29 1.08 2.15  0.694
4 C 1.51 1.15 2.77  -0.274
5 C 1.74 1.28 4.14  -0.083
6 C 3.02 1.54 4.62  -0.042
7 C 4.07 1.72 3.74  -0.037
8 C 3.86 1.61 2.38  -0.089
9 C 2.59 1.31 1.89  -0.370
10 P 2.33 1.04 0.11  1.042
11 C 3.24 -0.46 -0.36  -0.355
12 C 4.28 -1.01 0.38  -0.058
13 C 4.94 -2.13 -0.10  -0.057
14 C 4.55 -2.72 -1.30  -0.059
15 C 3.50 -2.19 -2.03  -0.066
16 C 2.85 -1.06 -1.57  -0.152
17 C 3.18 2.38 -0.76  -0.337
18 C 3.23 3.65 -0.20  -0.092
19 C 3.84 4.68 -0.89  -0.048
20 C 4.38 4.46 -2.14  -0.046
21 C 4.34 3.19 -2.71  -0.056
22 C 3.73 2.15 -2.03  -0.071
23 C -1.45 -0.44 2.09  -0.310
24 C -1.49 -1.49 3.01  -0.091
25 C -2.45 -2.48 2.89  -0.056
26 C -3.36 -2.46 1.84  -0.042
27 C -3.35 -1.42 0.92  -0.073
28 C -2.39 -0.42 1.03  -0.364
29 P -2.34 1.15 0.02  1.028
30 C -2.20 0.71 -1.76  -0.325
31 C -1.08 1.16 -2.48  -0.146
32 C -0.92 0.80 -3.82  -0.054
33 C -1.87 0.01 -4.44  -0.045
34 C -3.00 -0.40 -3.74  -0.046
35 C -3.16 -0.07 -2.40  -0.079
36 C -4.05 1.70 0.21  -0.303
37 C -4.67 2.37 -0.85  -0.068
38 C -6.01 2.69 -0.77  -0.041
39 C -6.73 2.37 0.38  -0.039
40 C -6.11 1.74 1.44  -0.048
41 C -4.77 1.39 1.37  -0.069
42 H -1.39 2.41 3.95  0.056
43 H -2.14 2.79 2.41  0.028
44 H -0.56 3.45 2.81  0.046
45 H 0.93 1.17 4.84  0.109
46 H 3.19 1.61 5.69  0.120
47 H 5.06 1.96 4.12  0.121
48 H 4.67 1.78 1.68  0.121
49 H 4.57 -0.58 1.32  0.099
50 H 5.77 -2.54 0.46  0.117
51 H 5.08 -3.59 -1.66  0.117
52 H 3.19 -2.65 -2.96  0.112
53 H 2.03 -0.62 -2.14  0.088
54 H 2.79 3.83 0.77  0.107
55 H 3.89 5.67 -0.44  0.118
56 H 4.85 5.27 -2.69  0.117
57 H 4.77 3.01 -3.68  0.115
58 H 3.72 1.16 -2.46  0.095
59 H -0.79 -1.52 3.84  0.114
60 H -2.50 -3.28 3.62  0.120
61 H -4.10 -3.24 1.75  0.119
62 H -4.10 -1.38 0.14  0.109
63 H -0.40 1.91 -2.07  0.084
64 H -0.07 1.17 -4.37  0.122
65 H -1.75 -0.26 -5.48  0.122
66 H -3.75 -0.99 -4.25  0.124
67 H -4.04 -0.38 -1.86  0.111
68 H -4.09 2.64 -1.72  0.116
69 H -6.50 3.17 -1.60  0.119
70 H -7.78 2.63 0.44  0.119
71 H -6.68 1.50 2.33  0.117
72 H -4.30 0.89 2.20  0.113
73 F 0.29 5.46 0.73  0.171
74 C -0.92 5.08 0.33  -0.546
75 F -1.31 5.86 -0.67  0.198
76 F -1.76 5.24 1.35  0.176
77 C -0.88 3.58 -0.10  -0.486
78 O -1.98 3.04 -0.39  -0.067
79 O 0.23 3.02 -0.07  -0.035
80 C 1.83 -4.39 1.09  -0.041
81 C 0.30 -4.23 1.09  -0.182
82 N -0.25 -3.95 -0.23  -0.056
83 C -0.73 -5.10 -1.00  -0.186
84 C 0.36 -5.83 -1.78  -0.052
85 C -0.22 -2.72 -0.74  -0.391
86 C -0.77 -2.48 -2.12  0.012
87 N 0.26 -1.69 -0.11  0.066
88 H 2.19 -4.46 2.11  0.089
89 H 2.31 -3.54 0.60  0.057
90 H 2.12 -5.30 0.57  0.073
91 H 0.02 -3.42 1.77  0.094
92 H -0.16 -5.14 1.46  0.128
93 H -1.51 -4.77 -1.69  0.109
94 H -1.20 -5.79 -0.30  0.126
95 H 1.00 -5.12 -2.32  0.072
96 H -0.09 -6.50 -2.50  0.087
97 H 0.99 -6.42 -1.13  0.072
98 H -1.85 -2.62 -2.15  0.093
99 H -0.31 -3.16 -2.84  0.098
100 H -0.53 -1.47 -2.41  0.048
101 H 0.71 -1.90 0.77  0.056

HOMO energy (spin up / spin down) = -13.42 / -13.79 eV
Kohn-Sham gap (spin up / spin down) = 6.53 / 6.45 eV
spin multiplicity = 1
total charge = +2
E = -91648.001 eV